{
  "formula": "C67H151N8O",
  "method": "the ωB97M-V functional and the def2-TZVPD basis",
  "elements": ["C", "C", "C", "O", "H", "H", "H", "H", "H", "H", "H", "C", "C", "C", "N", "C", "C", "C", "C", "C", "H", "H", "H", "H", "H", "H", "H", "H", "H", "H", "H", "H", "H", "H", "H", "H", "H", "H", "C", "C", "C", "N", "C", "C", "C", "C", "C", "H", "H", "H", "H", "H", "H", "H", "H", "H", "H", "H", "H", "H", "H", "H", "H", "H", "H", "C", "C", "C", "N", "C", "C", "C", "C", "C", "H", "H", "H", "H", "H", "H", "H", "H", "H", "H", "H", "H", "H", "H", "H", "H", "H", "H", "C", "C", "C", "N", "C", "C", "C", "C", "C", "H", "H", "H", "H", "H", "H", "H", "H", "H", "H", "H", "H", "H", "H", "H", "H", "H", "H", "C", "C", "C", "N", "C", "C", "C", "C", "C", "H", "H", "H", "H", "H", "H", "H", "H", "H", "H", "H", "H", "H", "H", "H", "H", "H", "H", "C", "C", "C", "N", "C", "C", "C", "C", "C", "H", "H", "H", "H", "H", "H", "H", "H", "H", "H", "H", "H", "H", "H", "H", "H", "H", "H", "C", "C", "C", "N", "C", "C", "C", "C", "C", "H", "H", "H", "H", "H", "H", "H", "H", "H", "H", "H", "H", "H", "H", "H", "H", "H", "H", "C", "C", "C", "N", "C", "C", "C", "C", "C", "H", "H", "H", "H", "H", "H", "H", "H", "H", "H", "H", "H", "H", "H", "H", "H", "H", "H"],
  "positions_angstrom": [[1.615963, -0.389370, -0.526884], [0.469303, -0.660190, 0.568086], [-0.134637, 0.675130, 1.037706], [-0.590107, -1.491610, 0.149926], [1.521653, 0.556370, -1.060524], [1.780333, -1.203590, -1.232674], [2.470163, -0.238490, 0.133166], [1.061533, -1.038520, 1.401286], [-0.581897, 1.303050, 0.267136], [0.634253, 1.310330, 1.477516], [-0.956607, 0.552190, 1.742936], [-3.952577, 1.074390, 3.774786], [-5.441647, 1.245160, 3.681766], [-6.199787, 2.069260, 4.874896], [-7.692807, 2.282740, 4.674476], [-7.992877, 2.995470, 3.379716], [-8.418637, 2.832350, 5.893636], [-9.803977, 2.350450, 5.731946], [-9.789817, 1.045660, 5.026816], [-8.315157, 0.893920, 4.631586], [-3.499697, 1.999390, 3.417916], [-3.492927, 0.284070, 3.181316], [-3.439557, 1.186850, 4.729916], [-5.955167, 0.288310, 3.587726], [-5.750517, 1.733780, 2.757666], [-5.800317, 3.079570, 4.963226], [-5.984077, 1.538100, 5.801956], [-9.028587, 3.298510, 3.226156], [-7.750017, 2.304540, 2.572406], [-7.446117, 3.937160, 3.331006], [-8.424587, 3.908010, 5.717496], [-7.927987, 2.450520, 6.788936], [-10.328467, 3.167520, 5.236556], [-10.243107, 2.235160, 6.722896], [-10.312827, 1.387060, 4.133506], [-10.434477, 0.242030, 5.382756], [-8.070197, 0.346250, 3.721566], [-7.958977, 0.263520, 5.446346], [-6.494467, 4.890540, -4.893034], [-6.581877, 4.370500, -3.524674], [-5.304337, 4.641730, -2.729734], [-5.087717, 3.804640, -1.439704], [-6.374707, 3.898250, -0.577994], [-3.868577, 4.396140, -0.600614], [-2.939417, 3.309190, -0.124444], [-3.649817, 1.994100, -0.572374], [-4.584397, 2.358930, -1.705214], [-6.481187, 5.979920, -4.858734], [-7.215907, 4.557530, -5.639184], [-5.546107, 4.507460, -5.269804], [-6.725787, 3.290910, -3.568174], [-7.507887, 4.778030, -3.119054], [-5.215987, 5.595540, -2.209594], [-4.476217, 4.417650, -3.402114], [-6.099187, 3.127960, 0.142316], [-7.151467, 3.447290, -1.195544], [-6.473447, 4.908650, -0.181194], [-4.376787, 5.012900, 0.140616], [-3.309577, 5.114540, -1.200214], [-2.716497, 3.315650, 0.942496], [-2.004907, 3.401110, -0.677924], [-4.263107, 1.662160, 0.265356], [-3.054797, 1.083860, -0.646674], [-5.484267, 1.745240, -1.746584], [-4.061947, 2.177570, -2.644494], [-0.071737, 1.603240, -4.337754], [-0.647007, 0.275430, -4.360304], [-1.607227, -0.182340, -3.265844], [-2.090177, -1.654010, -3.293944], [-0.825247, -2.587660, -3.197034], [-3.141627, -1.776610, -2.238694], [-4.471477, -1.471240, -2.964744], [-4.303537, -2.254470, -4.278734], [-2.821477, -2.064270, -4.646224], [-0.806377, 2.299090, -4.742974], [0.845413, 1.755060, -4.906854], [0.086483, 1.956760, -3.318884], [0.262033, -0.325050, -4.394594], [-0.988667, 0.133770, -5.385634], [-2.499337, 0.376080, -3.549414], [-1.239667, -0.058060, -2.247244], [-0.203907, -2.552780, -4.091914], [-1.188737, -3.610130, -3.094434], [-0.268767, -2.205400, -2.341294], [-2.880947, -2.812330, -2.020904], [-3.004287, -1.175470, -1.339884], [-5.315857, -1.769080, -2.343124], [-4.838027, -0.455600, -3.113754], [-4.481697, -3.329700, -4.263144], [-4.865237, -1.766260, -5.075124], [-2.412287, -2.977390, -5.078514], [-2.609707, -1.252610, -5.342254], [4.398493, -3.740340, -0.370334], [3.298823, -4.498540, 0.397026], [1.917613, -4.389830, -0.284004], [0.867513, -5.208830, 0.504856], [0.624763, -4.744340, 1.905986], [1.071403, -6.747220, 0.547806], [-0.320687, -7.450750, 0.636766], [-1.205657, -6.473970, -0.091094], [-0.489187, -5.119520, -0.281304], [4.162253, -4.060010, -1.385274], [5.394833, -4.013910, -0.023114], [4.246473, -2.661710, -0.409734], [3.092753, -4.229120, 1.432916], [3.463913, -5.571970, 0.489736], [1.932023, -4.753670, -1.311394], [1.593803, -3.349050, -0.288844], [1.501633, -4.896010, 2.535426], [-0.299667, -5.161810, 2.305036], [0.446603, -3.669940, 1.861086], [1.848783, -6.994770, 1.270646], [1.552913, -6.949200, -0.408984], [-0.640867, -7.637850, 1.661746], [-0.163947, -8.356810, 0.051446], [-2.091687, -6.273630, 0.511326], [-1.526037, -6.945410, -1.020174], [-0.947227, -4.162260, -0.032414], [-0.170867, -4.901110, -1.300654], [-1.736837, -1.648980, 4.505446], [-2.727487, -1.583660, 5.702656], [-2.140647, -0.652600, 6.841546], [-2.966047, -0.592560, 8.190316], [-4.412397, 0.061330, 8.139946], [-3.161417, -2.002590, 8.847316], [-2.938297, -1.735890, 10.357196], [-2.781167, -0.210910, 10.527446], [-2.198887, 0.269470, 9.251486], [-0.932037, -2.327880, 4.787346], [-1.271187, -0.693150, 4.265316], [-2.325747, -2.061860, 3.686416], [-3.030307, -2.548280, 6.109976], [-3.662317, -1.161460, 5.333956], [-2.090277, 0.409170, 6.600296], [-1.083857, -0.863440, 7.005386], [-4.899957, -0.034510, 9.110096], [-4.830397, -0.539050, 7.331906], [-4.384497, 1.127550, 7.915206], [-4.150437, -2.427560, 8.675996], [-2.385397, -2.714890, 8.567096], [-3.730637, -2.205010, 10.940476], [-2.018417, -2.150770, 10.769276], [-3.707137, 0.310980, 10.768936], [-2.201757, -0.031050, 11.433006], [-2.315717, 1.312440, 8.957066], [-1.162097, -0.060960, 9.188336], [5.622783, -0.061130, -0.602444], [6.844853, -0.668010, -1.422324], [8.070473, -0.085930, -0.782104], [9.258933, -0.601670, -1.609064], [9.407913, -2.148380, -1.687824], [10.555003, 0.046410, -1.016804], [11.568013, -0.092870, -2.195004], [10.772053, -0.275400, -3.525974], [9.383843, 0.024320, -2.980364], [5.655553, 1.008760, -0.396604], [5.436873, -0.818280, 0.159296], [4.755083, -0.251080, -1.234204], [6.725353, -0.370510, -2.464114], [6.853933, -1.757050, -1.467174], [8.302323, -0.477800, 0.208236], [8.185823, 0.996010, -0.846754], [9.129413, -2.586800, -0.729534], [10.480113, -2.298120, -1.814544], [8.803473, -2.646010, -2.446194], [10.900303, -0.525280, -0.155404], [10.392133, 1.051700, -0.628254], [12.284093, -0.899050, -2.035654], [12.178253, 0.799790, -2.332434], [10.640793, -1.276320, -3.937114], [11.185213, 0.401150, -4.274084], [8.620573, -0.535600, -3.520734], [9.134393, 1.082660, -3.056344], [1.237083, 8.239760, 1.755416], [2.242273, 7.062650, 1.709246], [2.125143, 6.357590, 0.349136], [3.287443, 5.384050, 0.190566], [4.658643, 6.066190, 0.001176], [2.932323, 4.488020, -1.069554], [3.659743, 3.111820, -0.940414], [4.124763, 3.065130, 0.488226], [3.276183, 4.203670, 1.200466], [1.611443, 8.958130, 1.026096], [1.105493, 8.773380, 2.696706], [0.179923, 8.104960, 1.526636], [2.025823, 6.331030, 2.487696], [3.229543, 7.286080, 2.113556], [2.250293, 7.009530, -0.515394], [1.138083, 5.896720, 0.311506], [5.050193, 6.397350, 0.963016], [4.483753, 7.013330, -0.509154], [5.335093, 5.402290, -0.537104], [3.200963, 5.287430, -1.760114], [1.853503, 4.372840, -1.174394], [4.486103, 2.968070, -1.636524], [3.113643, 2.210680, -1.219364], [5.180553, 3.322780, 0.572086], [4.068923, 2.076030, 0.942806], [3.789753, 4.540690, 2.100896], [2.230813, 3.952380, 1.379766], [3.461803, -0.382260, -4.271224], [3.232803, -1.410180, -5.396684], [4.083723, -2.737680, -5.021634], [3.737773, -3.869450, -6.050174], [2.292773, -4.499610, -5.789554], [3.836083, -3.368880, -7.467034], [4.528433, -4.392090, -8.291434], [4.993943, -5.494510, -7.328254], [4.880933, -4.923830, -5.967174], [4.529963, -0.183980, -4.182874], [3.174693, -0.652560, -3.255054], [2.901843, 0.517150, -4.527384], [3.531073, -0.994780, -6.359274], [2.175653, -1.668860, -5.336534], [3.833103, -3.203200, -4.068444], [5.161863, -2.662000, -5.163034], [2.352903, -5.139630, -4.909294], [2.043483, -5.132300, -6.641414], [1.517203, -3.761650, -5.584604], [2.933983, -2.850940, -7.792684], [4.693783, -2.707390, -7.345034], [3.940063, -4.985860, -8.990984], [5.309843, -4.047490, -8.968744], [4.560043, -6.493560, -7.286754], [5.992873, -5.846970, -7.585204], [4.718843, -5.570080, -5.104504], [5.846423, -4.459900, -5.765474]],
  "atomic_forces_ev_per_a": [[-0.607, 0.424, 1.506], [-1.985, -0.170, -2.038], [0.469, 0.524, 0.132], [1.466, 0.311, -0.186], [-0.447, 0.026, -0.321], [-0.059, -0.136, 0.156], [0.686, -0.165, -0.415], [-0.081, -0.520, 0.602], [0.073, -0.280, -0.742], [0.146, 0.191, 0.404], [0.230, -0.421, 0.307], [1.350, 1.937, -0.034], [-2.544, 0.384, 0.917], [1.364, 0.055, -1.400], [0.083, -2.735, -0.105], [0.070, 0.205, 0.031], [0.998, 1.151, -0.793], [-1.220, 0.996, 2.430], [-0.767, 1.268, -3.383], [-0.856, -1.778, 0.772], [-0.006, 0.233, -0.867], [-0.417, -0.187, 0.196], [-0.699, -1.040, 0.699], [0.169, -0.224, 0.380], [0.495, 0.205, -0.158], [0.281, -0.032, -0.031], [-0.609, 0.088, 0.076], [-0.205, -0.460, 0.676], [0.148, 0.287, 0.052], [0.392, -0.241, 0.066], [0.558, 0.111, 0.987], [0.247, 0.382, -0.155], [-0.548, -0.508, -0.106], [-0.129, 0.358, 0.046], [-0.219, -0.896, -0.611], [0.937, -0.237, 0.438], [-0.300, 0.433, -0.145], [1.042, 0.410, 0.100], [1.368, 0.559, -1.573], [-1.184, -0.891, 1.556], [-0.022, -0.177, 1.091], [1.781, -0.224, -0.524], [2.131, -2.185, -0.940], [-1.317, 1.236, -0.439], [-0.115, -1.296, -0.908], [-0.795, 0.123, 1.916], [-0.949, -0.273, 0.195], [0.100, -0.001, -0.385], [-0.408, -0.008, 0.583], [0.271, 0.450, -0.548], [0.009, -0.316, 0.085], [0.195, 0.006, 0.732], [-0.201, 0.667, -1.208], [0.308, 0.323, 0.318], [-0.601, 0.444, 0.851], [-0.328, 0.754, 0.176], [-0.303, -0.269, -0.264], [0.320, -0.267, 0.355], [-0.359, -0.150, -0.438], [-0.156, 0.067, -0.117], [0.118, 0.028, 0.175], [-0.370, 0.272, 0.329], [0.525, 0.380, -0.866], [0.075, -0.168, 0.075], [-0.222, 1.094, -0.351], [-0.667, 3.337, 0.926], [1.576, -3.398, -1.051], [-0.501, -0.154, -1.589], [2.310, 0.675, -2.463], [-1.290, 1.001, 0.724], [0.056, -0.203, -0.220], [-0.279, -1.786, 0.430], [0.472, 1.081, -0.635], [0.072, 0.743, 0.780], [0.108, 0.409, -0.112], [-0.124, -0.363, -0.014], [0.369, 0.008, 0.193], [-0.026, -0.902, 0.513], [-0.813, -0.271, 0.130], [-0.418, 0.151, 0.971], [-0.013, 0.281, 0.016], [-0.472, 0.443, -0.145], [-0.012, 0.115, 0.289], [-0.015, -0.389, 0.354], [-1.662, -0.331, 0.831], [0.784, -0.030, -0.207], [0.088, -0.934, 0.012], [1.253, 0.549, -0.268], [-0.509, 0.243, 0.399], [-0.341, -0.482, 0.005], [0.322, 0.114, 0.400], [-0.249, -0.042, 0.073], [-1.336, -0.630, 0.061], [-1.290, -0.315, 0.383], [0.378, -0.295, 1.294], [-1.514, -0.812, -0.559], [0.147, 1.320, -0.255], [0.794, 0.497, -0.499], [2.263, 0.878, -0.032], [-1.281, 0.922, 0.093], [1.455, 0.108, -0.351], [0.954, -0.128, -0.422], [-0.100, 0.074, -0.287], [0.013, 0.048, 0.508], [0.680, 0.638, 0.036], [0.763, -0.035, -0.353], [-0.095, -0.288, 0.082], [-0.461, -0.008, 0.083], [-0.276, -0.454, -0.038], [0.339, -0.472, -0.079], [-0.010, 0.180, -0.140], [-0.421, 0.053, 0.386], [-0.269, -0.237, -0.234], [0.174, -0.201, -0.190], [-0.436, -0.232, 0.496], [-0.187, -0.206, -0.209], [-0.067, 0.533, -0.141], [-0.389, -0.216, 0.720], [0.008, -0.627, -0.222], [-0.606, -0.729, 1.247], [0.298, 1.727, 0.779], [-1.662, 0.267, 0.121], [-0.013, -0.151, 0.513], [1.698, -1.183, -1.115], [0.963, 0.648, 1.192], [-0.169, 0.307, 0.218], [-1.129, -0.022, 1.596], [0.355, -1.276, -1.137], [0.063, -0.102, -0.298], [-0.330, 0.077, -0.118], [0.523, 0.112, -0.323], [0.539, -0.182, -0.065], [-0.072, 0.234, 0.091], [-0.347, 0.042, -0.681], [-0.219, -0.645, 0.810], [0.147, -0.507, -0.270], [-0.799, 0.360, 0.269], [0.451, -0.128, -0.261], [0.099, 0.381, -0.437], [-0.097, 0.332, -0.781], [-0.084, 0.402, 0.086], [0.061, -0.400, -0.568], [-0.228, -0.137, -0.186], [0.464, 0.211, -0.361], [0.064, -0.093, 0.247], [0.117, 0.271, -0.158], [-0.111, -2.543, -1.882], [-1.615, 1.868, 0.822], [1.832, -1.677, -1.850], [1.929, 1.603, 0.721], [0.449, 1.165, 0.875], [0.995, -1.731, -0.354], [0.607, 0.011, -0.274], [-0.612, -0.115, 1.579], [-1.822, -0.906, -1.832], [0.383, -0.424, 0.453], [0.138, 1.009, 1.028], [-0.306, 0.425, -0.188], [0.326, 0.351, 0.001], [-0.154, 0.021, 0.592], [-0.472, 0.278, 0.197], [-0.463, -0.071, 0.223], [0.021, 0.318, 0.137], [-0.276, -0.346, -0.280], [0.147, 0.612, -0.269], [-0.205, -0.204, -0.001], [-0.464, 0.050, -0.611], [-0.115, -0.012, 0.168], [-0.087, 0.047, 0.420], [1.077, -0.103, 0.067], [-0.598, -0.070, -0.065], [-0.053, 0.405, -0.595], [-0.084, 0.027, 0.910], [0.531, 0.806, -0.116], [-1.453, -0.304, 0.878], [1.774, 0.719, 1.100], [-1.288, -3.500, -0.346], [-1.217, 0.191, 0.522], [0.727, 1.421, -0.236], [0.438, 0.420, -1.181], [-0.381, 1.110, 1.163], [1.872, 0.321, -0.004], [-0.186, 0.320, 0.085], [0.880, -0.202, 0.251], [0.101, -1.030, -0.542], [-0.806, -0.400, -0.058], [0.328, 0.892, -1.039], [-0.246, 0.323, 0.155], [0.356, -0.530, -0.195], [0.015, -0.579, 0.118], [-0.036, -0.296, -0.501], [-0.168, 0.166, 0.126], [0.306, -1.132, -1.321], [0.033, 0.076, 0.589], [0.338, 0.745, -0.006], [-1.055, 0.483, 0.286], [0.002, 0.241, 0.025], [-0.528, 0.193, 0.197], [-0.377, -0.103, 0.168], [0.132, -0.034, -0.028], [0.354, 0.171, -0.397], [1.156, -1.505, 2.489], [-1.923, -0.032, -2.377], [-1.021, -0.586, 0.981], [1.857, -0.167, 0.129], [1.676, 1.204, 0.746], [-0.906, -3.445, -1.763], [0.905, -1.537, 0.042], [0.216, 0.636, 0.846], [0.038, 0.468, -0.226], [-0.419, -0.551, -0.146], [0.330, 0.219, 0.096], [-0.152, -0.191, 0.139], [-0.033, -0.111, -0.589], [0.044, 0.506, 0.210], [-0.162, 0.581, 0.323], [0.269, 0.012, -0.024], [0.046, 0.239, -0.046], [0.455, 0.323, -0.452], [0.168, -0.293, -0.040], [-0.590, 1.141, -0.146], [-0.789, 0.575, -0.150], [0.166, 0.531, 0.638], [-1.275, 0.303, -0.908], [0.448, 0.654, 0.351], [-0.385, -0.240, -0.316], [-0.351, 0.897, 0.269]],
  "lumo_ha": -0.41992,
  "homo_lumo_gap_ev": 7.3208,
  "e_above_lowest_ev": 10.454,
  "charge": 7
}